# 1
# C23H23N4O4S3Tl

C23H23N4O4S3Tl as an isolated structure (ωB97M-V with the def2-TZVPD basis set, OMol25).

- frontier orbital gap (spin up / spin down) (Ha) = 0.1921 / 0.2267
- maximum force (Eh/bohr) = 0.0106
- charge = +2

Structure (XYZ):
```
58
Properties=species:S:1:pos:R:3:forces:R:3:nbo_charge:R:1
Tl -0.69181 -0.36079 0.96728 0.04 0.05 0.09 0.846
O -3.36813 -0.04321 0.10320 0.00 -0.01 -0.06 -0.769
C -3.84918 1.25362 -0.30470 0.00 -0.08 0.07 -0.069
C -3.40978 1.63036 -1.70417 -0.10 0.06 -0.06 -0.421
C -1.89738 1.59882 -1.92992 0.11 -0.07 -0.08 -0.442
C -1.14275 2.58252 -1.08025 -0.02 -0.02 0.06 0.230
C -0.87202 3.86575 -1.53926 0.00 0.07 0.01 -0.250
C -0.21807 4.76515 -0.71113 -0.03 -0.05 -0.03 -0.134
C 0.15663 4.35469 0.55873 -0.01 -0.02 0.02 -0.256
C -0.13841 3.05703 0.93671 0.04 0.01 0.03 0.051
N -0.77254 2.18688 0.14719 0.02 0.12 -0.10 -0.554
H -3.74702 -0.71361 -0.47781 -0.04 0.06 -0.02 0.482
H -3.44857 1.94690 0.43293 0.01 0.01 0.01 0.193
H -4.93833 1.28039 -0.23397 0.01 0.00 0.02 0.191
H -3.79503 2.63355 -1.91111 0.01 -0.03 -0.01 0.231
H -3.88487 0.96724 -2.43386 0.00 -0.01 0.04 0.217
H -1.70778 1.81037 -2.98410 0.04 0.01 0.02 0.234
H -1.51028 0.59449 -1.73723 -0.05 0.05 0.00 0.211
H -1.18110 4.15430 -2.53623 0.01 -0.01 0.02 0.233
H -0.00796 5.77068 -1.05114 0.00 0.00 0.00 0.237
H 0.66322 5.01941 1.24516 -0.01 -0.02 -0.03 0.240
H 0.15601 2.69472 1.91683 -0.02 -0.01 -0.02 0.204
C -4.41216 -2.09004 2.82414 -0.02 -0.05 -0.02 -0.684
C -3.34096 -3.10317 2.99032 0.10 0.08 -0.05 0.169
N -2.16691 -3.04533 2.45637 -0.06 -0.07 0.01 -0.448
C -1.41227 -4.14682 2.78360 -0.14 -0.01 0.05 0.221
C -2.07232 -5.07049 3.61453 0.04 -0.07 0.05 -0.347
S -3.61700 -4.55173 3.96704 -0.03 -0.01 0.01 0.579
C -0.09222 -4.31988 2.31068 0.13 -0.06 -0.01 0.112
C 0.73565 -5.39540 2.68852 -0.03 -0.06 0.02 -0.327
S 2.23022 -5.26971 1.96046 0.03 -0.03 0.01 0.585
C 1.70978 -3.78308 1.16534 -0.16 0.06 -0.01 0.176
N 0.49665 -3.43379 1.44538 0.10 -0.02 0.01 -0.434
C 2.63167 -3.03339 0.27803 0.07 0.00 0.05 -0.688
H -3.98837 -1.17868 2.41077 0.01 0.02 -0.02 0.268
H -4.91276 -1.88202 3.76973 0.01 0.00 -0.01 0.258
H -5.16495 -2.46741 2.12664 -0.01 0.00 0.04 0.262
H -1.68895 -6.00337 4.00169 -0.03 0.06 -0.02 0.268
H 0.49289 -6.21285 3.35142 0.03 0.05 -0.04 0.268
H 3.53573 -3.59788 0.05875 -0.01 0.01 0.01 0.249
H 2.90645 -2.09698 0.77075 0.00 0.01 -0.03 0.269
H 2.13038 -2.78875 -0.65659 -0.03 0.02 -0.05 0.273
O 1.98782 0.51686 0.61789 0.05 -0.06 -0.36 -0.635
C 2.03279 0.50591 -0.61182 0.04 -0.01 0.54 0.648
N 1.05288 -0.07160 -1.34941 -0.06 0.05 -0.21 -0.973
S 1.18618 -0.55015 -2.82877 -0.04 -0.29 0.05 1.683
O 2.20485 -1.55738 -3.00950 -0.05 0.02 0.08 -0.872
O 2.24324 0.97162 -3.51430 -0.04 0.15 -0.13 -0.531
C 3.11459 1.47231 -2.74313 -0.02 -0.09 0.04 0.453
C 4.12932 2.29737 -3.34368 0.09 0.10 -0.01 -0.153
C 5.13129 2.81464 -2.57506 0.00 0.01 -0.06 -0.204
C 5.15418 2.55160 -1.19862 0.07 0.03 0.07 -0.071
C 4.14681 1.77983 -0.58381 0.02 -0.01 0.05 -0.075
C 3.13236 1.23584 -1.31554 -0.04 0.08 -0.04 -0.203
H 4.06630 2.45471 -4.41302 0.01 0.00 0.04 0.256
H 5.91090 3.41967 -3.01611 -0.01 0.00 -0.04 0.254
H 5.95305 2.95944 -0.59235 -0.03 -0.02 0.00 0.240
H 4.15807 1.62085 0.48648 -0.01 0.00 -0.01 0.249
```
Positions in Å, forces in eV/Å.



# 2
# C23H23N5O2S

One molecule with the formula C23H23N5O2S at a distorted geometry (ωB97M-V with the def2-TZVPD basis set, OMol25).

- frontier orbital gap (Ha) = 0.3300
- structure (SMILES) = CC[C@H](Sc1nc(=O)cc(N)n1CCc1ccccc1)C(=O)Nc1ccccc1C#N
- ΔE to the lowest compared entry with this formula, charge and spin (kcal per mole) = 13.6
- maximum force (Eh/bohr) = 0.0216
- charge = 0

Structure (XYZ):
```
54
Properties=species:S:1:pos:R:3:forces:R:3:nbo_charge:R:1
C 2.12231 1.52523 -3.68463 -0.03 0.16 0.01 -0.618
C 1.94050 2.59069 -2.61010 -0.06 -0.21 -0.06 -0.403
C 0.91865 2.20743 -1.54581 0.17 -0.03 0.17 -0.409
S 1.38454 0.59137 -0.79141 0.26 -0.04 -0.31 0.241
C 0.89720 0.82488 0.89022 -0.11 0.41 -0.25 0.377
N 0.21880 1.87327 1.16700 0.11 0.25 0.03 -0.626
C -0.23194 2.14435 2.46517 0.25 -0.39 0.13 0.628
O -0.88089 3.14685 2.67731 -0.16 0.16 0.17 -0.601
C 0.10356 1.12931 3.43119 0.07 -0.05 0.01 -0.434
C 0.77868 0.00686 3.07264 -0.21 0.66 0.24 0.445
N 1.10020 -0.97998 3.97395 0.18 -0.18 0.00 -0.803
N 1.25380 -0.13675 1.78012 -0.10 0.12 0.28 -0.423
C 2.00598 -1.30168 1.36846 0.02 -0.48 -0.24 -0.224
C 1.09244 -2.42824 0.85970 0.23 0.04 0.01 -0.455
C 1.93279 -3.56586 0.35371 -0.12 0.02 0.05 0.069
C 2.49423 -3.49902 -0.91555 0.00 -0.03 0.05 -0.244
C 3.30095 -4.52121 -1.38085 0.06 0.01 -0.08 -0.197
C 3.55850 -5.62195 -0.58056 0.05 -0.07 -0.02 -0.216
C 3.00470 -5.69551 0.68542 0.05 -0.08 0.05 -0.200
C 2.19835 -4.67082 1.15024 0.00 0.02 -0.02 -0.246
C -0.51552 2.12704 -2.07717 0.11 -0.04 0.34 0.682
O -0.80687 2.23436 -3.24548 -0.04 0.11 -0.32 -0.605
N -1.39551 1.90453 -1.06710 -0.29 -0.01 0.28 -0.672
C -2.75881 1.65368 -1.16840 -0.20 -0.16 -0.04 0.299
C -3.55244 2.18606 -2.17811 0.01 0.06 -0.07 -0.251
C -4.91109 1.93040 -2.19935 0.06 -0.06 0.11 -0.162
C -5.50357 1.14575 -1.21956 -0.10 -0.05 0.01 -0.239
C -4.72778 0.58596 -0.22471 0.07 0.09 -0.01 -0.128
C -3.35360 0.82458 -0.19750 -0.57 0.54 -0.79 -0.257
C -2.54830 0.15938 0.74893 0.40 -0.44 0.43 0.325
N -1.88088 -0.43864 1.46796 0.05 -0.17 0.13 -0.366
H 1.18305 1.34986 -4.20014 -0.01 -0.06 -0.06 0.235
H 2.46056 0.59096 -3.24000 0.11 -0.12 -0.07 0.197
H 2.86304 1.85208 -4.40989 0.09 -0.06 -0.07 0.214
H 1.59501 3.51726 -3.07383 0.02 0.01 0.07 0.228
H 2.89765 2.78762 -2.12150 -0.08 0.07 0.03 0.212
H 0.93835 2.91281 -0.70950 -0.05 -0.06 -0.11 0.284
H -0.26443 1.25092 4.43613 -0.04 -0.08 0.13 0.227
H 0.64079 -0.87063 4.86483 0.01 -0.05 -0.08 0.401
H 1.09195 -1.92894 3.63549 -0.07 0.01 0.05 0.387
H 2.62033 -1.64071 2.20571 0.01 0.08 -0.14 0.225
H 2.67797 -0.99941 0.56045 0.04 -0.07 0.22 0.234
H 0.47308 -2.03183 0.05337 -0.09 0.00 0.08 0.235
H 0.42618 -2.76665 1.65526 -0.07 0.04 -0.02 0.211
H 2.28932 -2.64126 -1.53996 -0.04 0.11 -0.11 0.214
H 3.72873 -4.46053 -2.37051 0.03 0.00 -0.09 0.216
H 4.18712 -6.42116 -0.94373 0.05 -0.06 -0.03 0.215
H 3.20001 -6.55250 1.31307 0.02 -0.07 0.05 0.214
H 1.76535 -4.73804 2.13882 -0.07 0.01 0.10 0.205
H -0.99488 1.89879 -0.11962 0.07 0.12 -0.19 0.446
H -3.09333 2.79735 -2.93731 0.03 0.03 -0.02 0.250
H -5.51748 2.35637 -2.98436 -0.04 0.04 -0.07 0.219
H -6.56718 0.96436 -1.23816 -0.08 -0.03 0.00 0.220
H -5.16795 -0.04490 0.53355 -0.01 -0.03 0.03 0.224
```
Positions in Å, forces in eV/Å.



# 3
# C23H23N8O5SV

C23H23N8O5SV as an isolated structure at a distorted geometry (ωB97M-V with the def2-TZVPD basis set, OMol25).

- frontier orbital gap (spin up / spin down) (Ha) = 0.1581 / 0.1579
- ΔE to the lowest compared entry with this formula, charge and spin (kcal per mole) = 50.5
- maximum force (Eh/bohr) = 0.0494
- charge = +2

Structure (XYZ):
```
61
Properties=species:S:1:pos:R:3:forces:R:3:nbo_charge:R:1
V 0.03400 -0.04899 -0.06521 0.07 0.75 0.62 1.254
C 1.93383 -0.05669 3.87772 0.09 0.04 0.06 -0.698
C 1.53636 -0.03673 2.45122 0.14 -0.18 -0.17 0.327
N 0.34103 -0.19688 1.99870 -0.14 0.35 0.42 -0.153
O -0.69583 -0.51502 2.84063 0.28 -0.17 0.13 -0.512
C 2.53014 0.07092 1.36796 -0.26 -0.05 0.20 0.158
C 3.99724 -0.08032 1.49702 0.13 0.13 0.01 -0.670
N 1.95690 0.09628 0.19843 0.78 0.00 0.00 0.034
O 2.50436 -0.00160 -0.92448 -0.13 -0.12 0.34 -0.368
H 1.09320 0.00932 4.56053 -0.03 -0.02 0.00 0.249
H 2.62176 0.76604 4.07873 0.01 -0.03 0.00 0.269
H 2.46641 -0.98703 4.09182 0.01 0.00 0.00 0.283
H -0.72638 0.11437 3.57998 -0.12 0.09 -0.12 0.498
H 4.30800 -0.09922 2.53819 0.02 0.01 -0.02 0.245
H 4.50673 0.73715 0.98055 -0.02 -0.02 0.01 0.270
H 4.31709 -1.00455 1.00971 0.00 0.00 0.01 0.267
O -0.08241 0.31817 -1.66216 -0.13 0.45 -2.49 -0.380
C -0.08284 1.18087 -2.71681 0.02 -0.18 0.59 0.273
C -0.16420 0.72853 -4.01504 -0.03 -0.33 -0.17 -0.203
C -0.15430 1.66588 -5.02756 0.01 0.13 -0.07 -0.151
C -0.05952 3.02642 -4.72937 0.00 -0.05 -0.10 -0.171
C 0.03274 3.45141 -3.41848 0.00 0.17 -0.06 -0.169
C 0.02131 2.52213 -2.38288 0.03 0.19 0.38 -0.085
C 0.14080 2.88302 -0.97600 0.13 -0.11 0.17 0.395
N 0.23750 2.05904 0.08363 -0.44 -0.14 0.17 -0.456
C 0.38004 2.85652 1.20615 0.06 -0.28 -0.08 -0.046
C 0.37648 4.15007 0.83299 -0.01 0.18 -0.17 -0.035
N 0.22093 4.14479 -0.53467 0.04 0.29 0.07 -0.477
H -0.22936 -0.33306 -4.21442 0.00 0.04 -0.02 0.250
H -0.21296 1.33876 -6.05668 -0.01 0.02 0.01 0.250
H -0.04866 3.75442 -5.53045 0.01 -0.05 0.04 0.249
H 0.12797 4.51174 -3.21368 -0.02 -0.06 -0.04 0.219
H 0.44554 2.45864 2.20044 -0.06 -0.03 -0.04 0.234
H 0.44892 5.05689 1.40868 0.01 -0.02 -0.06 0.259
H 0.19981 4.96506 -1.11795 0.00 0.02 0.00 0.444
N -6.87873 3.51031 -1.93929 0.17 -0.12 0.08 -0.756
C -5.95125 2.85402 -1.20054 -0.16 0.13 -0.13 0.238
C -6.31254 1.73215 -0.43599 -0.09 -0.07 -0.02 -0.276
C -5.37992 1.07544 0.32907 0.01 -0.04 -0.07 -0.126
C -4.06069 1.52960 0.34198 -0.14 0.21 0.05 -0.412
C -3.67810 2.64002 -0.41691 -0.01 -0.06 0.04 -0.160
C -4.60929 3.28945 -1.18592 0.04 0.05 -0.08 -0.266
S -2.94517 0.79085 1.41083 -0.06 -0.19 -0.13 2.340
O -3.59100 -0.19945 2.20453 0.08 0.15 0.08 -0.886
O -2.07412 1.76498 2.00112 -0.01 0.09 -0.06 -0.948
N -1.89346 -0.04470 0.31861 0.82 -0.69 0.55 -0.757
C -1.86223 -1.41873 0.29054 -0.16 -0.01 0.07 0.605
N -2.90416 -2.22443 0.41482 0.00 -0.21 -0.07 -0.413
C -2.64136 -3.52130 0.37322 -0.05 0.09 0.02 0.186
C -1.35265 -4.06261 0.19050 -0.30 -0.16 0.06 -0.297
C -0.32655 -3.19040 0.03652 0.16 0.50 -0.10 0.120
N -0.57761 -1.85591 0.08175 -0.74 -0.84 0.03 -0.519
H -7.83851 3.21890 -1.94167 -0.03 -0.01 0.02 0.409
H -6.64066 4.32610 -2.47121 0.01 0.03 0.00 0.404
H -7.34105 1.39134 -0.44720 0.05 0.01 0.02 0.233
H -5.65941 0.21594 0.92486 0.01 0.06 0.00 0.254
H -2.65201 2.99115 -0.38346 -0.07 0.02 0.03 0.212
H -4.32744 4.15398 -1.77637 -0.01 -0.04 0.04 0.219
H -3.49844 -4.17654 0.48891 0.04 0.00 -0.03 0.236
H -1.18434 -5.12867 0.16032 -0.05 0.01 0.01 0.268
H 0.69565 -3.49857 -0.12588 0.07 0.04 -0.03 0.239
```
Positions in Å, forces in eV/Å.



Look up the charge of the first one. +2



Which value of charge does entry 2 give? 0